# 1
ORCA calculation (ωB97M-V/def2-TZVPD) on a structure of composition C37H41IrN2P.

```
82
Properties=species:S:1:pos:R:3:forces:R:3:mulliken_charge:R:1
Ir 0.488 0.449 -0.212 0.53 -0.15 -0.64 0.976
C 4.109 0.224 2.069 -0.12 -0.13 -0.07 -1.007
C 4.577 1.525 2.018 0.01 0.13 -0.01 -0.932
C 3.787 2.527 1.467 0.04 -0.04 0.07 -0.610
C 2.543 2.206 0.945 0.07 -0.09 0.11 0.197
C 2.090 0.877 0.935 -0.79 0.32 0.33 -0.458
C 2.860 -0.103 1.540 0.23 0.02 0.01 0.382
C 1.627 3.176 0.352 -0.20 -0.12 -0.02 1.216
C 1.692 4.562 0.590 -0.05 0.15 -0.08 -1.136
C 0.762 5.381 0.021 0.05 -0.08 0.03 -1.099
C -0.197 4.838 -0.864 0.00 -0.06 0.00 1.145
C -1.111 5.636 -1.588 -0.02 -0.02 -0.02 -0.792
C -1.941 5.073 -2.516 0.02 0.05 0.04 -0.782
C -1.883 3.686 -2.762 0.00 -0.02 0.02 -0.671
C -1.039 2.885 -2.045 -0.01 -0.07 -0.04 -0.773
C -0.196 3.439 -1.064 -0.01 0.06 -0.18 0.435
N 0.663 2.626 -0.380 0.22 -0.38 0.14 0.451
H 4.712 -0.552 2.521 0.00 0.01 -0.01 0.496
H 5.555 1.766 2.411 -0.01 0.01 0.02 0.396
H 4.157 3.544 1.433 -0.01 -0.01 0.00 0.419
H 2.518 -1.122 1.600 -0.04 -0.06 -0.06 0.343
H 2.450 4.952 1.253 0.01 0.00 -0.03 0.413
H 0.765 6.446 0.216 0.01 0.00 0.00 0.474
H -1.120 6.704 -1.411 -0.01 0.00 -0.01 0.438
H -2.624 5.690 -3.084 0.00 0.00 0.00 0.419
H -2.508 3.255 -3.534 0.00 0.01 0.00 0.482
H -0.959 1.823 -2.242 -0.01 0.08 0.00 0.727
C -3.113 0.261 -1.604 0.02 -0.12 0.02 -1.338
C -3.153 0.614 -0.113 0.12 0.33 -0.13 0.802
C -3.805 1.969 0.152 0.10 0.02 -0.09 -1.645
P -1.534 0.293 0.751 0.13 -0.42 0.75 0.257
C -1.603 1.037 2.428 -0.01 -0.05 -0.06 0.363
C -1.336 2.543 2.409 0.00 0.00 -0.02 -1.461
C -0.603 0.323 3.339 -0.05 -0.06 0.01 -1.423
C -1.716 -1.500 0.889 0.35 -0.10 -0.28 -0.067
C -2.756 -2.160 1.535 0.00 -0.05 -0.07 -0.164
C -2.969 -3.518 1.339 0.04 0.02 -0.07 0.378
C -4.076 -4.251 2.043 0.01 -0.03 0.00 -1.663
C -2.142 -4.177 0.423 -0.04 0.09 0.04 -0.870
C -1.092 -3.543 -0.215 -0.01 -0.09 0.01 -0.926
C -0.827 -2.201 0.062 0.15 0.42 0.31 -0.096
N 0.275 -1.486 -0.442 -0.60 0.34 -0.28 0.197
C 1.342 -2.196 -1.072 0.08 -0.18 0.00 -1.074
C 1.692 -1.907 -2.399 -0.17 0.04 0.13 0.905
C 0.911 -0.921 -3.231 -0.01 -0.04 0.00 -1.118
C 2.763 -2.577 -2.971 0.13 -0.05 0.02 -1.210
C 3.504 -3.519 -2.269 -0.04 0.04 -0.03 0.492
C 4.659 -4.238 -2.907 0.01 0.00 -0.01 -1.541
C 3.141 -3.787 -0.956 -0.09 -0.04 -0.03 -1.107
C 2.066 -3.158 -0.341 0.11 0.29 0.04 2.203
C 1.743 -3.513 1.089 0.01 -0.03 -0.08 -1.933
H -4.088 -0.120 -1.909 -0.01 0.00 0.00 0.424
H -2.374 -0.512 -1.830 -0.02 -0.01 -0.01 0.200
H -2.903 1.137 -2.212 0.01 -0.02 0.02 0.183
H -3.764 -0.154 0.361 -0.01 0.03 0.18 0.756
H -3.192 2.799 -0.204 -0.02 -0.03 -0.02 0.216
H -4.020 2.120 1.210 0.00 0.01 -0.01 0.388
H -4.755 2.007 -0.385 -0.01 0.01 0.00 0.452
H -2.619 0.847 2.792 -0.02 0.02 -0.03 0.888
H -0.330 2.741 2.039 0.02 0.00 0.02 0.239
H -1.394 2.932 3.426 -0.03 -0.01 0.00 0.549
H -2.044 3.097 1.795 0.03 0.01 -0.01 0.283
H 0.409 0.401 2.938 -0.01 0.02 0.03 0.240
H -0.846 -0.733 3.460 0.02 0.01 -0.01 0.278
H -0.614 0.792 4.324 -0.01 0.00 0.01 0.488
H -3.429 -1.609 2.185 -0.01 0.01 0.03 0.363
H -4.622 -3.590 2.714 -0.01 0.00 0.01 0.351
H -3.681 -5.078 2.634 -0.01 -0.01 0.02 0.361
H -4.786 -4.670 1.329 -0.02 -0.01 0.00 0.356
H -2.325 -5.223 0.206 -0.01 -0.01 0.01 0.415
H -0.470 -4.090 -0.914 0.02 0.04 0.05 0.587
H -0.103 -1.283 -3.420 -0.02 0.02 0.03 0.294
H 1.399 -0.766 -4.191 -0.01 -0.01 -0.02 0.468
H 0.821 0.060 -2.755 0.02 0.01 -0.05 -0.018
H 3.029 -2.352 -3.998 0.01 0.00 -0.02 0.372
H 4.912 -3.803 -3.872 0.01 0.00 -0.01 0.374
H 4.418 -5.291 -3.066 0.00 0.00 0.00 0.305
H 5.544 -4.199 -2.272 0.01 0.00 0.00 0.366
H 3.711 -4.512 -0.386 0.01 -0.02 0.00 0.525
H 2.634 -3.889 1.592 0.01 0.03 0.00 0.504
H 0.983 -4.293 1.142 0.00 -0.04 0.00 0.400
H 1.353 -2.668 1.656 -0.08 0.01 -0.02 0.279
```
Forces are in eV/Å.

E = -54139.3044 eV
charge = +1
gap between HOMO and LUMO (spin up / spin down) = 6.0357 / 6.0335 eV
LUMO level (spin up / spin down) = -3.87 / -3.87 eV
2S+1 = 1


# 2
ORCA calculation (ωB97M-V/def2-TZVPD) on a structure of composition C37H42Br2NO3P3V at a distorted geometry.

```
89
Properties=species:S:1:pos:R:3:forces:R:3:mulliken_charge:R:1
V -2.286 -0.100 0.390 -0.19 0.00 -0.58 0.475
C -4.410 2.740 -0.639 -0.63 -1.89 0.11 -1.506
C -3.943 2.680 0.793 0.30 0.82 0.11 0.995
C -3.964 3.899 1.561 -0.14 -1.38 -0.02 -1.179
C -3.540 3.895 2.838 0.45 -1.52 1.26 -0.891
C -3.035 2.628 3.439 -0.79 2.65 -0.81 0.957
C -2.572 2.572 4.758 -0.39 0.27 0.05 -0.364
Br -2.498 4.076 5.914 -0.06 0.15 -0.14 -0.254
C -2.233 1.369 5.290 0.83 -0.08 1.25 -0.169
C -2.204 0.249 4.518 -0.37 -2.05 -1.48 -0.579
Br -1.732 -1.481 5.341 -0.21 1.13 -0.66 -0.265
C -2.558 0.248 3.128 0.03 1.74 1.78 -0.680
O -2.446 -0.700 2.334 0.13 -2.51 -1.01 0.078
C -3.051 1.501 2.629 -0.36 0.62 -0.42 0.927
N -3.500 1.571 1.290 0.97 -1.02 0.95 -0.102
H -3.977 3.544 -1.197 0.35 0.55 -0.22 0.360
H -5.509 2.836 -0.689 0.37 0.15 0.13 0.452
H -4.174 1.767 -1.131 -0.07 0.78 0.26 0.138
H -4.427 4.698 1.053 -0.22 1.21 -0.10 0.569
H -3.614 4.727 3.537 0.08 0.07 -0.52 0.333
H -1.884 1.283 6.318 -0.22 0.14 -0.16 0.405
C -1.459 2.264 -3.210 0.54 -1.10 0.53 -1.740
C -1.249 1.773 -1.765 -1.02 -0.89 -1.25 0.594
O -1.948 0.741 -1.505 1.07 1.43 0.38 -0.380
C -0.343 2.484 -0.898 -0.63 -1.33 0.02 0.713
C 0.406 3.575 -1.333 -0.16 1.14 -1.64 -0.603
C 1.385 4.176 -0.621 0.43 -1.60 1.14 -1.220
C 1.778 3.522 0.586 -0.71 -0.23 0.13 -0.415
C 1.056 2.464 1.115 0.82 2.08 -1.26 -1.167
C -0.053 1.958 0.375 -0.04 -1.46 2.42 0.201
O -0.680 1.005 0.988 -0.21 0.30 -0.90 -0.035
H -2.032 1.478 -3.746 0.50 0.63 0.27 0.321
H -0.522 2.530 -3.712 -0.25 -0.25 0.01 0.412
H -2.037 3.154 -3.131 -0.64 0.84 -0.17 0.394
H 0.229 3.969 -2.333 -0.21 -0.03 0.17 0.312
H 1.959 4.979 -1.002 0.35 0.68 -0.35 0.537
H 2.666 3.867 1.082 0.16 0.21 0.37 0.455
H 1.285 2.118 2.106 -0.04 -0.54 0.05 0.673
C -5.077 -2.265 1.409 -1.66 0.07 -0.28 -1.324
P -4.164 -1.979 -0.138 2.10 -0.10 0.85 1.193
C -5.227 -2.359 -1.519 -0.80 1.05 -0.22 -1.334
C -3.107 -3.517 -0.251 -0.36 -0.24 -1.25 -1.170
C -1.912 -3.541 0.655 0.91 0.46 1.05 -0.834
P -0.846 -2.152 0.194 0.64 0.53 0.24 1.195
C -0.014 -2.794 -1.330 0.84 1.39 0.20 -0.956
C 0.427 -2.233 1.557 -0.40 0.35 -0.41 -0.841
H -5.637 -3.213 1.336 0.09 0.23 0.14 0.441
H -5.828 -1.439 1.581 0.86 -0.78 -0.17 0.355
H -4.412 -2.312 2.263 0.26 0.15 0.00 0.266
H -5.550 -3.378 -1.609 0.06 -0.68 0.06 0.439
H -4.689 -2.035 -2.425 -0.52 -0.06 0.24 0.317
H -6.128 -1.762 -1.321 0.08 0.07 -0.67 0.422
H -2.688 -3.538 -1.333 -0.88 -0.02 1.51 0.286
H -3.768 -4.400 -0.132 0.31 0.33 -0.10 0.563
H -1.253 -4.376 0.423 -0.32 -0.57 0.48 0.562
H -2.020 -3.379 1.769 -0.50 -0.59 -1.15 0.220
H 0.328 -3.830 -1.290 -0.09 0.03 0.10 0.480
H 0.886 -2.118 -1.374 -0.62 -0.73 -0.31 -0.072
H -0.612 -2.600 -2.237 0.19 -0.13 0.48 0.430
H 0.772 -3.269 1.628 0.25 0.20 0.14 0.479
H -0.022 -1.895 2.518 0.07 -0.30 -0.75 0.184
H 1.233 -1.523 1.308 -0.16 -0.42 0.05 -0.205
C 4.302 -0.555 1.238 -1.73 1.12 1.75 -1.926
P 3.458 -0.542 -0.329 -1.49 -1.17 -0.39 1.306
C 3.870 -2.215 -0.994 -0.04 -0.75 0.78 0.231
C 4.312 -3.290 -0.148 -0.18 0.85 -1.47 -0.639
C 4.732 -4.486 -0.702 -1.07 -0.30 -1.36 -0.698
C 4.582 -4.663 -2.109 0.44 0.36 0.56 -0.455
C 4.139 -3.646 -2.922 -0.81 0.44 -0.33 -0.557
C 3.683 -2.453 -2.353 1.45 1.40 -0.86 -0.320
C 4.475 0.525 -1.322 1.06 0.44 0.28 -0.322
C 5.860 0.467 -1.501 -0.40 0.74 -0.71 -0.272
C 6.518 1.374 -2.320 0.62 -0.50 0.55 -0.604
C 5.851 2.482 -2.801 -0.40 0.73 -0.95 -0.363
C 4.493 2.599 -2.582 -0.45 -0.56 1.65 -0.525
C 3.815 1.619 -1.798 0.61 1.18 -2.29 0.130
H 5.159 -1.131 1.242 1.72 -1.49 0.25 0.715
H 3.608 -0.769 2.095 0.67 -0.31 -0.84 0.316
H 4.628 0.446 1.455 0.11 0.74 -0.06 0.468
H 4.340 -3.145 0.909 0.16 0.06 0.54 0.466
H 5.036 -5.314 -0.073 0.14 0.11 -0.07 0.372
H 4.843 -5.529 -2.680 0.42 -0.85 0.48 0.390
H 4.119 -3.779 -4.024 -0.06 0.06 0.91 0.355
H 3.522 -1.568 -3.039 -0.33 -1.11 0.87 0.239
H 6.418 -0.222 -0.943 0.78 -1.31 0.33 0.411
H 7.579 1.238 -2.536 -0.24 0.11 0.25 0.384
H 6.371 3.263 -3.380 -0.20 -0.54 0.33 0.338
H 3.958 3.499 -2.816 -0.16 0.21 -0.48 0.431
H 2.755 1.641 -1.720 -0.77 0.38 0.31 0.282
```
Forces are in eV/Å.

E = -240324.5823 eV
energy above the lowest of the compared OMol25 structures with the same formula, charge and spin = 26.9 kcal per mole
charge = 0
gap between HOMO and LUMO (spin up / spin down) = 6.8394 / 7.3177 eV
LUMO level (spin up / spin down) = 0.38 / 0.25 eV
2S+1 = 4
⟨S²⟩ = 3.76